(1)
{"formula": "CH2FNOS", "method": "ωB97M-V/def2-TZVPD", "smiles": "O=C=NS.F", "orbital_gap_ev": 10.101, "e_homo_ev": -9.91, "energy_ha": -667.3264, "e_above_lowest_kj_mol": 62.5, "spin_multiplicity": 1, "symbols": ["O", "C", "N", "S", "H", "F", "H"], "positions_angstrom": [[-1.05, -0.14, 0.22], [0.05, -0.19, -0.12], [1.18, -0.40, -0.36], [2.66, 0.34, -0.20], [3.44, -0.59, 0.33], [-3.61, 0.60, -0.02], [-2.66, 0.38, 0.16]]}


(2)
{"formula": "C37H51N4OP2Pt", "method": "ωB97M-V/def2-TZVPD", "orbital_gap_ev": [6.488, 3.667], "e_homo_ev": [-15.07, -17.06], "energy_ha": -2535.5804, "total_charge": 3, "spin_multiplicity": 5, "symbols": ["C", "C", "C", "C", "C", "H", "H", "H", "N", "P", "P", "C", "H", "H", "C", "H", "C", "C", "C", "C", "C", "H", "H", "H", "C", "H", "H", "H", "C", "H", "H", "H", "C", "H", "H", "H", "C", "H", "H", "H", "C", "H", "H", "H", "C", "H", "H", "H", "C", "H", "H", "H", "C", "H", "H", "H", "C", "H", "H", "H", "C", "H", "H", "H", "C", "H", "H", "H", "Pt", "C", "O", "N", "C", "C", "C", "C", "C", "H", "C", "H", "C", "H", "H", "H", "N", "C", "C", "C", "C", "N", "C", "C", "H", "H", "H", "H"], "positions_angstrom": [[2.06, -1.91, -1.38], [1.99, 0.23, -2.33], [2.92, -2.32, -2.38], [2.68, -0.21, -3.51], [3.23, -1.47, -3.44], [3.28, -3.34, -2.30], [2.88, 0.54, -4.29], [3.86, -1.83, -4.23], [1.66, -0.64, -1.33], [-0.02, -2.37, 0.52], [1.06, 2.07, -0.47], [1.57, -2.84, -0.30], [1.50, -3.86, -0.70], [2.34, -2.90, 0.48], [1.90, 1.63, -1.99], [1.76, 2.29, -2.84], [-0.49, 3.36, -0.24], [2.71, 2.90, 0.02], [-1.32, -3.18, -0.64], [-0.07, -3.38, 2.15], [-1.76, 2.79, 0.42], [-1.56, 2.33, 1.39], [-2.46, 3.63, 0.60], [-2.26, 2.06, -0.23], [-0.12, 4.56, 0.64], [0.06, 4.25, 1.68], [0.74, 5.13, 0.26], [-0.97, 5.25, 0.67], [-0.83, 3.78, -1.66], [-1.70, 4.46, -1.66], [0.01, 4.29, -2.16], [-1.14, 2.92, -2.27], [2.79, 3.39, 1.46], [2.56, 2.61, 2.18], [3.84, 3.69, 1.63], [2.18, 4.27, 1.67], [3.81, 1.84, -0.16], [3.62, 0.97, 0.48], [3.89, 1.49, -1.20], [4.79, 2.27, 0.07], [2.89, 4.07, -0.98], [2.35, 3.96, -1.93], [2.60, 5.05, -0.58], [3.95, 4.12, -1.26], [-1.52, -3.44, 2.66], [-1.53, -3.94, 3.65], [-1.93, -2.44, 2.80], [-2.19, -4.02, 2.01], [0.77, -2.69, 3.23], [1.80, -2.53, 2.91], [0.32, -1.74, 3.54], [0.80, -3.33, 4.13], [0.49, -4.81, 2.00], [0.47, -5.29, 2.99], [-0.11, -5.45, 1.34], [1.53, -4.81, 1.65], [-0.91, -2.97, -2.11], [-1.70, -3.40, -2.75], [-0.78, -1.92, -2.36], [0.00, -3.54, -2.34], [-2.70, -2.56, -0.34], [-2.74, -1.49, -0.57], [-3.45, -3.08, -0.95], [-2.98, -2.72, 0.71], [-1.50, -4.70, -0.50], [-0.58, -5.27, -0.71], [-1.92, -5.01, 0.46], [-2.23, -5.01, -1.27], [0.43, -0.01, 0.39], [1.34, 0.24, 2.00], [1.84, 0.42, 3.04], [-1.22, 0.11, -1.04], [-1.99, 0.07, -1.98], [-2.32, 0.59, -3.30], [-3.67, 0.52, -3.62], [-1.39, 1.00, -4.29], [-4.08, 0.68, -4.93], [-4.34, 0.24, -2.82], [-1.83, 1.23, -5.60], [-0.34, 1.16, -4.13], [-3.18, 1.05, -5.94], [-5.13, 0.51, -5.17], [-1.15, 1.56, -6.39], [-3.54, 1.19, -6.98], [-0.18, -0.65, 8.13], [-0.39, -0.15, 7.09], [-0.66, 0.46, 5.81], [-1.59, -0.10, 4.93], [-1.81, 0.53, 3.70], [-1.09, 1.58, 3.32], [-0.22, 2.14, 4.16], [0.02, 1.62, 5.43], [-2.16, -1.00, 5.20], [-2.56, 0.15, 3.01], [0.32, 3.03, 3.82], [0.74, 2.11, 6.09]]}


(3)
{"formula": "C13H48N12O11", "method": "ωB97M-V/def2-TZVPD", "smiles": "NC(N)=O.NC(N)=O.NC(N)=O.NC(N)=O.NC(N)=O.NC(N)=O.CCO.CCO.CO.CO.CO", "orbital_gap_ev": 7.688, "e_homo_ev": -7.95, "energy_ha": -2008.7388, "e_above_lowest_kj_mol": 796.3, "spin_multiplicity": 1, "symbols": ["N", "C", "N", "O", "H", "H", "H", "H", "N", "C", "N", "O", "H", "H", "H", "H", "N", "C", "N", "O", "H", "H", "H", "H", "N", "C", "N", "O", "H", "H", "H", "H", "N", "C", "N", "O", "H", "H", "H", "H", "N", "C", "N", "O", "H", "H", "H", "H", "C", "C", "O", "H", "H", "H", "H", "H", "H", "C", "C", "O", "H", "H", "H", "H", "H", "H", "C", "O", "H", "H", "H", "H", "C", "O", "H", "H", "H", "H", "C", "O", "H", "H", "H", "H"], "positions_angstrom": [[-1.28, 3.65, 0.37], [-0.57, 4.71, 0.65], [0.66, 4.58, 0.33], [-1.06, 5.84, 1.30], [-2.21, 3.65, 0.74], [-0.87, 2.83, -0.07], [1.28, 5.40, 0.62], [1.02, 3.98, -0.43], [0.67, -3.59, -4.44], [0.53, -3.86, -3.16], [-0.22, -3.10, -2.42], [1.21, -4.91, -2.61], [1.23, -4.25, -5.08], [0.24, -2.74, -4.83], [-0.33, -3.31, -1.41], [-0.57, -2.22, -2.73], [-1.22, 2.08, 3.00], [-2.19, 2.85, 3.45], [-2.24, 2.82, 4.75], [-3.04, 3.48, 2.63], [-1.03, 2.24, 1.95], [-0.43, 1.70, 3.57], [-2.78, 3.52, 5.26], [-1.51, 2.48, 5.35], [2.71, 1.50, 3.22], [2.06, 1.79, 2.11], [1.61, 2.96, 2.17], [1.87, 0.94, 1.03], [3.07, 0.52, 3.35], [3.14, 2.20, 3.90], [1.23, 3.43, 1.33], [1.67, 3.61, 2.94], [-2.24, -4.58, 1.33], [-1.20, -3.82, 1.15], [-0.46, -4.15, 0.17], [-0.96, -2.76, 1.99], [-2.92, -4.38, 2.13], [-2.77, -5.11, 0.64], [0.43, -3.62, 0.19], [-0.55, -5.09, -0.34], [-2.90, 0.23, 5.23], [-2.48, -0.86, 4.67], [-1.76, -0.60, 3.62], [-2.80, -2.13, 5.17], [-3.61, 0.24, 6.04], [-2.76, 1.19, 4.84], [-1.58, -1.44, 3.04], [-1.77, 0.32, 3.14], [3.22, 0.55, -2.96], [2.68, -0.49, -1.99], [1.30, -0.24, -1.83], [4.15, 0.13, -3.26], [3.42, 1.48, -2.46], [2.55, 0.67, -3.85], [3.07, -0.33, -0.98], [2.78, -1.54, -2.28], [1.22, 0.70, -1.79], [-2.62, -0.61, 0.05], [-1.17, -0.39, -0.25], [-0.75, 0.82, 0.36], [-3.26, 0.26, -0.21], [-2.81, -0.71, 1.12], [-2.97, -1.50, -0.35], [-1.11, -0.21, -1.36], [-0.57, -1.24, 0.08], [0.23, 0.71, 0.49], [-0.17, -0.41, -4.76], [-0.30, -1.41, -5.75], [-0.94, -0.47, -3.92], [-0.13, 0.66, -5.14], [0.69, -0.69, -4.23], [0.34, -1.25, -6.44], [0.14, 2.38, -2.82], [1.04, 2.59, -1.73], [-0.21, 3.35, -3.04], [-0.68, 1.83, -2.51], [0.70, 1.92, -3.64], [1.66, 3.27, -2.02], [2.99, -3.20, -0.25], [1.71, -2.66, -0.22], [3.15, -3.93, -1.06], [3.26, -3.66, 0.69], [3.59, -2.34, -0.44], [1.49, -2.22, -1.07]]}


(4)
{"formula": "C10H17BO3", "method": "ωB97M-V/def2-TZVPD", "orbital_gap_ev": 10.592, "e_homo_ev": -9.96, "energy_ha": -641.8814, "e_above_lowest_kj_mol": 0.0, "spin_multiplicity": 1, "symbols": ["B", "C", "C", "C", "C", "C", "C", "C", "C", "C", "C", "O", "O", "O", "H", "H", "H", "H", "H", "H", "H", "H", "H", "H", "H", "H", "H", "H", "H", "H", "H"], "positions_angstrom": [[2.61, -3.12, 0.09], [-2.35, 0.20, 0.35], [-1.63, -0.17, -0.97], [-0.71, -1.44, 0.79], [-1.21, -0.09, 1.32], [-0.25, -0.57, -0.40], [0.03, 0.55, 0.65], [0.68, -1.09, -1.44], [-0.04, 2.01, 0.24], [1.31, 0.33, 1.47], [1.68, -0.12, -2.00], [3.18, -2.24, 0.66], [0.61, -2.24, -1.82], [1.99, -4.10, -0.50], [-2.68, 1.24, 0.38], [-3.21, -0.44, 0.54], [-2.10, -1.03, -1.47], [-1.58, 0.64, -1.68], [0.11, -1.88, 1.35], [-1.46, -2.20, 0.58], [-1.41, 0.06, 2.38], [0.89, 2.33, -0.21], [-0.20, 2.62, 1.14], [-0.85, 2.23, -0.45], [1.97, -0.41, 1.03], [1.07, -0.01, 2.48], [1.87, 1.26, 1.57], [1.28, 0.89, -2.03], [1.99, -0.44, -2.99], [2.55, -0.13, -1.35], [1.33, -3.86, -1.16]]}


(5)
{"formula": "C14H13AsFN3O6RuS3", "method": "ωB97M-V/def2-TZVPD", "orbital_gap_ev": [7.280, 7.282], "e_homo_ev": [-7.97, -8.06], "energy_ha": -4781.9278, "e_above_lowest_kj_mol": 364.6, "spin_multiplicity": 1, "symbols": ["Ru", "C", "S", "C", "S", "N", "N", "C", "C", "C", "C", "C", "C", "N", "H", "H", "H", "H", "H", "H", "H", "H", "O", "As", "O", "O", "C", "C", "C", "C", "C", "C", "S", "O", "O", "O", "H", "H", "H", "H", "H", "F"], "positions_angstrom": [[-1.33, -1.24, -0.03], [0.62, 2.17, 3.45], [0.75, 2.51, 1.67], [0.36, 0.93, 0.99], [-1.75, 0.79, 1.00], [0.81, -0.25, 1.70], [0.27, -1.39, 1.24], [0.75, -2.57, 1.50], [-0.05, -3.67, 0.99], [0.25, -5.01, 1.20], [-0.64, -5.96, 0.73], [-1.79, -5.55, 0.07], [-2.02, -4.20, -0.12], [-1.16, -3.28, 0.32], [0.67, 3.13, 3.95], [1.44, 1.53, 3.78], [-0.34, 1.70, 3.64], [1.67, -2.70, 2.06], [1.15, -5.29, 1.73], [-0.44, -7.01, 0.88], [-2.51, -6.27, -0.29], [-2.88, -3.80, -0.64], [2.15, -0.29, 2.05], [1.08, 0.60, -0.89], [2.68, 0.56, -0.52], [0.44, -0.92, -1.25], [0.75, 2.31, -1.79], [1.91, 3.04, -2.01], [1.82, 4.34, -2.50], [0.59, 4.91, -2.77], [-0.57, 4.19, -2.53], [-0.47, 2.90, -2.04], [-1.91, 1.99, -1.60], [-3.10, 2.63, -2.04], [-1.63, 0.63, -1.93], [-1.71, 2.19, -0.02], [2.63, -0.07, 1.19], [2.87, 2.59, -1.79], [2.72, 4.91, -2.67], [0.53, 5.92, -3.15], [-1.55, 4.61, -2.71], [-3.04, -1.59, -0.86]]}


(6)
{"formula": "C18H43BrNO4", "method": "ωB97M-V/def2-TZVPD", "orbital_gap_ev": 8.755, "e_homo_ev": -11.37, "energy_ha": -3641.0605, "total_charge": 1, "e_above_lowest_kj_mol": 0.0, "spin_multiplicity": 1, "symbols": ["Br", "C", "C", "C", "C", "C", "O", "C", "N", "H", "H", "H", "H", "H", "H", "H", "H", "H", "H", "H", "H", "H", "C", "C", "O", "C", "C", "H", "H", "H", "H", "H", "H", "H", "H", "H", "H", "C", "C", "O", "C", "C", "H", "H", "H", "H", "H", "H", "H", "H", "H", "H", "C", "C", "O", "C", "C", "H", "H", "H", "H", "H", "H", "H", "H", "H", "H"], "positions_angstrom": [[5.01, -0.57, -2.63], [3.16, -0.49, -2.15], [2.44, 0.75, -2.68], [1.52, 1.41, -1.65], [0.10, 0.86, -1.62], [-0.78, 1.12, -2.86], [-1.59, -0.06, -2.94], [-0.67, -1.07, -2.78], [0.01, -0.67, -1.49], [3.13, -0.53, -1.05], [2.73, -1.41, -2.55], [1.88, 0.48, -3.58], [3.18, 1.48, -3.01], [1.95, 1.34, -0.65], [1.41, 2.47, -1.87], [-0.43, 1.26, -0.75], [-1.42, 1.99, -2.75], [-0.19, 1.19, -3.77], [-1.10, -2.07, -2.74], [0.13, -1.04, -3.54], [0.93, -1.07, -1.32], [-0.61, -0.83, -0.69], [-2.95, 0.20, 3.80], [-2.81, 0.34, 2.30], [-1.85, -0.55, 1.72], [-2.11, -1.94, 1.91], [-3.43, -2.41, 1.33], [-1.99, 0.35, 4.30], [-3.65, 0.95, 4.17], [-3.34, -0.78, 4.09], [-2.44, 1.34, 2.05], [-3.77, 0.23, 1.81], [-2.04, -2.21, 2.97], [-1.28, -2.44, 1.41], [-4.28, -1.95, 1.83], [-3.52, -3.49, 1.45], [-3.50, -2.17, 0.27], [-0.19, 3.12, 5.81], [-1.36, 3.59, 4.96], [-2.60, 3.62, 5.63], [-2.67, 4.48, 6.76], [-2.41, 5.94, 6.45], [-0.39, 2.13, 6.23], [0.71, 3.05, 5.20], [0.02, 3.80, 6.63], [-1.51, 2.89, 4.13], [-1.13, 4.56, 4.50], [-2.00, 4.13, 7.55], [-3.69, 4.36, 7.13], [-1.39, 6.11, 6.10], [-2.55, 6.54, 7.35], [-3.10, 6.30, 5.69], [4.64, -4.20, -4.21], [3.14, -4.22, -3.93], [2.48, -2.99, -4.21], [2.55, -2.55, -5.56], [1.95, -3.52, -6.56], [5.06, -3.35, -3.67], [5.10, -5.12, -3.87], [4.87, -4.07, -5.27], [2.98, -4.38, -2.86], [2.66, -5.06, -4.45], [3.58, -2.31, -5.83], [1.99, -1.61, -5.57], [2.49, -4.46, -6.60], [1.99, -3.08, -7.56], [0.91, -3.73, -6.32]]}


Copy entry 4 word for word.
{"formula": "C10H17BO3", "method": "ωB97M-V/def2-TZVPD", "orbital_gap_ev": 10.592, "e_homo_ev": -9.96, "energy_ha": -641.8814, "e_above_lowest_kj_mol": 0.0, "spin_multiplicity": 1, "symbols": ["B", "C", "C", "C", "C", "C", "C", "C", "C", "C", "C", "O", "O", "O", "H", "H", "H", "H", "H", "H", "H", "H", "H", "H", "H", "H", "H", "H", "H", "H", "H"], "positions_angstrom": [[2.61, -3.12, 0.09], [-2.35, 0.20, 0.35], [-1.63, -0.17, -0.97], [-0.71, -1.44, 0.79], [-1.21, -0.09, 1.32], [-0.25, -0.57, -0.40], [0.03, 0.55, 0.65], [0.68, -1.09, -1.44], [-0.04, 2.01, 0.24], [1.31, 0.33, 1.47], [1.68, -0.12, -2.00], [3.18, -2.24, 0.66], [0.61, -2.24, -1.82], [1.99, -4.10, -0.50], [-2.68, 1.24, 0.38], [-3.21, -0.44, 0.54], [-2.10, -1.03, -1.47], [-1.58, 0.64, -1.68], [0.11, -1.88, 1.35], [-1.46, -2.20, 0.58], [-1.41, 0.06, 2.38], [0.89, 2.33, -0.21], [-0.20, 2.62, 1.14], [-0.85, 2.23, -0.45], [1.97, -0.41, 1.03], [1.07, -0.01, 2.48], [1.87, 1.26, 1.57], [1.28, 0.89, -2.03], [1.99, -0.44, -2.99], [2.55, -0.13, -1.35], [1.33, -3.86, -1.16]]}